Entry 1:
16
Properties=species:S:1:pos:R:3:forces:R:3 method="wB97M-V/def2-TZVPD" e_above_lowest_ev=1.224 lumo_ev="-0.472 / -0.471"
Cl -0.70274 -2.56045 1.48568 0.06 0.44 -0.69
Cl 1.21109 -0.85977 -2.60702 0.03 -0.20 0.53
P -0.12055 -0.81951 0.15063 0.69 1.45 -1.04
C -0.80891 0.55481 1.16995 -0.15 -1.33 -1.30
C -0.02535 -0.22201 -1.52381 -0.21 -0.86 0.62
C -1.22622 0.22475 -2.33024 0.39 -0.61 1.84
C 0.13356 0.87176 2.06016 -0.42 1.21 0.59
C 1.45289 0.21999 1.84621 0.64 0.26 -0.49
C 1.55321 -0.54713 0.75393 -4.45 1.19 1.72
H -0.12306 1.68887 2.78426 0.84 -1.00 -0.46
H -1.80126 -0.66315 -2.68400 -0.26 1.06 0.55
H -0.89813 0.76152 -3.16663 0.74 0.54 -1.46
H -1.60718 1.02974 -1.68562 -1.33 -0.72 -0.23
H 2.37869 -0.97782 0.42079 3.43 -1.95 -1.37
H 2.40685 0.37265 2.34873 -0.62 0.57 0.56
H -1.82290 0.92575 0.97698 0.60 -0.06 0.61

Entry 2:
18
Properties=species:S:1:pos:R:3:forces:R:3 method="wB97M-V/def2-TZVPD" e_above_lowest_ev=1.525 lumo_ev="-0.719 / 0.361"
Cl -1.79293 1.50827 1.82784 0.15 0.09 0.08
S 1.04269 -2.12378 -2.04088 -0.34 -0.19 -0.12
O 1.95990 1.44979 0.62153 -0.91 -0.10 0.12
N 0.35696 3.03541 1.97074 -0.12 -0.63 -0.14
N 0.48087 -0.07182 -0.29691 -0.86 1.16 0.97
C -1.36479 -1.42863 -1.07710 0.08 0.14 0.11
C -0.16508 1.87956 1.44550 0.57 -0.99 -1.06
C 1.43667 -0.86487 -0.97506 -0.08 1.59 1.54
C -0.86043 -0.28691 -0.60561 -0.78 -0.17 -0.14
C 0.76431 1.10227 0.60050 1.84 -1.10 -1.28
C -0.52914 -2.64514 -1.24492 0.48 0.02 -0.06
H -0.99280 -3.38227 -1.89717 0.04 -0.01 0.03
H 1.36357 3.05614 1.83589 -0.04 0.10 0.06
H -2.40136 -1.47397 -1.37056 -0.12 0.12 0.03
H 0.01396 3.31916 2.87741 -0.01 0.00 -0.10
H -0.26917 -3.10889 -0.29006 -0.06 -0.04 -0.07
H 2.45688 -0.53756 -0.89815 0.11 0.05 0.10
H -1.50012 0.57323 -0.48299 0.04 -0.05 -0.06

Entry 3:
15
Properties=species:S:1:pos:R:3:forces:R:3 method="wB97M-V/def2-TZVPD" e_above_lowest_ev=2.750 lumo_ev=0.648
Cl 2.74145 -1.15078 0.16034 -1.71 0.52 -1.28
S -0.77887 1.74672 0.64918 0.98 -0.30 2.00
C -1.80722 0.24568 -1.09253 -2.36 -0.54 -1.64
C -1.69074 1.52310 -0.73606 1.17 -2.89 0.18
C -0.82784 -0.03289 0.97166 -1.49 -2.63 2.92
C -1.54235 -0.88792 -0.14160 2.90 2.81 -0.43
C 1.07667 -0.68539 -0.77433 1.14 0.06 -1.49
C -0.04126 -1.15462 0.19987 0.65 0.00 -0.36
H 1.20069 0.46775 -0.95445 -0.53 -2.30 0.57
H 0.33307 -2.20496 0.64375 -1.52 2.72 -0.54
H -2.21052 -1.70967 -0.04125 -0.65 -0.15 0.46
H -2.39144 0.21838 -2.01528 0.24 -1.10 -0.03
H -1.32629 -0.19485 2.03142 1.87 -0.03 -2.02
H 1.10031 -1.23394 -1.89418 -0.03 1.28 3.37
H -1.85212 2.22529 -1.44469 -0.67 2.55 -1.72

Entry 4:
19
Properties=species:S:1:pos:R:3:forces:R:3 method="wB97M-V/def2-TZVPD" e_above_lowest_ev=0.000 lumo_ev=0.692
F 1.45098 -3.32284 0.67900 -0.54 0.50 -0.03
F -0.34683 -2.99607 -0.63003 1.17 0.47 0.74
O 0.62878 0.03572 -0.51004 -1.22 -1.18 1.14
O -1.55110 -0.33554 0.12161 -1.46 -0.19 1.55
O -0.60969 1.75118 0.50682 -2.18 -0.25 0.12
N -1.11415 1.32994 -2.86687 -0.09 0.00 -0.23
C 0.62281 -1.03892 0.49315 1.59 -0.05 -1.94
C 0.27721 2.81224 0.05076 -1.67 -0.12 -2.01
C -0.92835 0.72032 -0.34436 5.72 -0.50 0.11
C -1.09416 1.00600 -1.76940 -0.70 0.37 0.33
C 0.86357 -2.42624 -0.17121 -1.25 0.06 -0.91
C -0.74908 -0.99304 1.13943 0.95 0.03 0.74
H 0.88074 3.04292 0.92029 0.91 -0.49 -0.48
H 0.62757 2.38149 -0.95639 0.79 1.39 1.86
H -1.10650 -2.01430 1.34107 -0.39 0.69 -0.33
H 1.47476 -2.32922 -1.04829 0.43 0.04 -0.38
H -0.28180 3.79013 -0.13799 0.23 -1.48 0.04
H -0.62336 -0.45209 2.08588 -0.83 0.26 -0.37
H 1.57860 -0.96167 1.09658 -1.47 0.44 0.07

Entry 5:
20
Properties=species:S:1:pos:R:3:forces:R:3 method="wB97M-V/def2-TZVPD" e_above_lowest_ev=0.000 lumo_ev=0.528
F 1.94209 -2.94547 0.85070 -1.91 0.60 -1.44
F 0.91524 -3.92641 -0.88151 1.26 2.32 0.57
F 2.35771 -2.14732 -1.06748 -1.03 -0.35 -0.51
N -2.02894 -1.21897 -0.51415 1.33 0.99 -0.55
N -0.84029 2.34061 0.12261 0.22 -1.11 0.97
N 0.02867 -0.40645 -0.17597 -0.79 -0.10 0.16
N -1.13161 -2.23503 -0.63941 0.70 -0.49 0.46
C -1.33516 -0.09894 -0.31150 1.25 -1.05 0.47
C 0.44327 1.96141 0.76688 -0.61 -1.26 0.26
C 0.10313 -1.81985 -0.41720 -2.29 3.09 0.68
C 1.08608 0.59933 0.23127 -1.67 -0.09 -0.14
C -1.89884 1.29778 -0.04100 1.09 0.05 -0.03
C 1.30791 -2.67230 -0.39528 1.46 -2.61 0.88
H 1.69311 0.17995 1.00678 0.21 -0.43 0.56
H 1.19034 2.74473 0.60183 -0.32 -0.05 -0.12
H -0.66962 2.97315 -0.61651 -0.25 0.20 -1.03
H -2.43428 1.22087 0.87728 -0.09 -0.21 1.26
H 0.32878 1.90051 1.89953 -0.07 -0.18 -1.40
H 1.71498 0.67967 -0.63194 0.34 0.67 -0.51
H -2.77256 1.57274 -0.66492 1.17 0.01 -0.53

Entry 6:
22
Properties=species:S:1:pos:R:3:forces:R:3 method="wB97M-V/def2-TZVPD" lumo_ev=-3.204
I -3.82744 3.23007 0.60464 1.13 -1.79 -0.74
P 1.32634 -0.22310 -1.48311 1.21 0.23 -1.76
F -0.87819 -2.32894 -1.78085 -0.67 1.10 0.53
O 2.52645 -2.32441 3.75792 -0.10 0.05 -0.04
O 1.61364 1.07983 -2.65609 -0.20 -0.24 3.20
O 1.75246 -0.42628 3.10428 -0.87 0.78 -0.33
O 3.79440 -0.95778 2.68387 0.41 0.27 -0.45
N 2.69113 -1.23617 3.18201 0.36 -0.97 0.43
N -1.44597 -1.18805 -1.29055 -2.57 4.08 1.87
C -2.79965 1.44387 -0.15222 1.72 -3.41 -1.65
C -3.73858 0.10533 -0.47576 5.18 -0.24 -0.83
C -1.16549 1.40721 -0.43046 -3.69 -3.85 -0.88
C -0.54526 0.00982 -1.03368 -3.25 1.97 1.76
C -2.94466 -1.21762 -1.04115 -0.20 3.37 0.93
C 2.45808 0.08621 0.02425 0.78 0.33 0.64
H -0.50560 2.35365 -0.21893 -1.33 -2.29 -0.51
H -3.60138 -2.17683 -1.28028 2.12 2.06 0.44
H 1.94811 1.89413 -2.17452 -0.54 -1.25 -0.83
H 3.25526 0.92864 -0.25473 -1.93 -1.61 0.62
H 3.11553 -0.89492 0.19957 -1.71 2.03 -0.41
H 1.87970 0.30928 1.01811 1.28 -0.38 -1.58
H -4.90889 0.12608 -0.30232 2.87 -0.24 -0.44

Entry 7:
19
Properties=species:S:1:pos:R:3:forces:R:3 method="wB97M-V/def2-TZVPD" e_above_lowest_ev=4.965 lumo_ev=0.487
F -1.42128 1.98796 -0.29723 0.26 -0.66 0.33
O 1.19785 1.22845 0.63855 -1.75 -0.95 -2.35
O 2.05808 0.01630 -1.84255 0.66 -0.16 -0.17
O 0.58703 1.44512 -2.44095 -0.49 0.56 -0.19
N 0.65918 -0.98339 0.02446 1.09 0.46 0.72
N 1.07291 0.68455 -1.65587 -0.24 -0.16 0.56
C -0.22466 -1.93629 -0.40703 0.03 -0.55 0.26
C 0.33289 0.35342 -0.17272 2.79 1.94 0.67
C -1.96806 -0.31291 -0.38900 0.99 -0.12 0.15
C -1.08383 0.68137 -0.23909 -0.39 -0.33 -0.23
C -1.53729 -1.67830 -0.52221 0.19 0.26 0.04
C 0.92436 1.29542 2.02057 -0.71 -3.18 0.17
H -2.97533 -0.08785 -0.51141 -1.67 0.48 -0.11
H 0.14689 -2.90040 -0.67564 0.43 -0.50 0.40
H -2.23296 -2.49079 -0.69616 0.09 0.28 -0.26
H 1.16667 0.18913 2.41647 -0.90 2.49 -0.12
H 1.70872 1.94479 2.29084 0.52 0.87 1.20
H -0.12413 1.65750 2.28470 1.39 -0.50 -0.32
H 1.71297 -1.09406 0.17428 -2.31 -0.24 -0.75

Entry 8:
14
Properties=species:S:1:pos:R:3:forces:R:3 method="wB97M-V/def2-TZVPD" e_above_lowest_ev=4.901 lumo_ev=0.538
I 3.13985 -0.72509 -1.20359 -0.47 -0.62 -1.16
C -0.53099 -0.26344 0.51906 -0.25 2.21 -1.79
C 0.21570 0.97596 0.33149 -0.42 2.10 -0.51
C -1.20815 -0.07156 -0.62716 -2.59 0.29 -1.03
C -0.73949 1.31356 -1.19561 -1.02 -0.75 1.78
C 0.29720 2.15231 -0.20986 0.52 -1.97 0.84
C -0.28170 -1.25747 1.53143 -1.16 -0.13 2.99
H -1.57852 2.02600 -1.29780 0.47 -0.55 -0.08
H 0.46770 -0.82263 2.27580 -1.10 -1.05 -0.86
H 0.11145 -2.03101 0.95498 1.22 -1.81 -0.30
H -0.24005 1.02490 -2.07593 0.74 0.41 -1.35
H -2.14279 -0.49216 -1.16752 1.93 0.00 1.33
H -1.21666 -1.72266 2.06844 1.68 1.27 -0.96
H 3.70645 -0.10672 0.09629 0.46 0.58 1.12

Entry 9:
14
Properties=species:S:1:pos:R:3:forces:R:3 method="wB97M-V/def2-TZVPD" e_above_lowest_ev=3.249 lumo_ev="-0.180 / -0.131"
I 0.21228 3.51396 0.41189 -0.29 -1.18 0.15
C 0.58132 -0.89645 -0.85352 -1.39 1.48 2.25
C 0.57460 0.52052 1.33543 -1.81 -1.31 -2.18
C 0.81506 -0.72611 0.55011 1.61 -1.99 -0.61
C -1.14127 0.75576 -0.48992 -1.14 2.35 -1.45
C -0.41041 -0.23013 -1.47474 -0.46 3.61 0.33
C -0.34877 1.46279 0.68044 -0.76 -0.90 -2.10
H 0.26279 0.14325 2.25103 -0.95 -0.15 2.26
H 1.50400 0.88711 1.46106 3.23 1.76 0.78
H 1.46843 -1.49644 1.11709 -1.16 1.28 -1.18
H 1.07541 -1.55960 -1.42571 1.99 -2.61 -1.38
H -1.89169 0.04489 -0.17321 -0.58 0.24 1.23
H -1.74017 1.62327 -1.01188 1.15 -1.89 0.59
H -0.65816 -0.09224 -2.56472 0.56 -0.71 1.31

Entry 10:
19
Properties=species:S:1:pos:R:3:forces:R:3 method="wB97M-V/def2-TZVPD" total_charge=+1 e_above_lowest_ev=5.526 lumo_ev="-5.437 / -4.480"
I 1.86322 0.25739 2.75232 0.10 0.44 0.24
I -1.52319 2.29689 -2.45169 0.77 -0.38 0.94
O 0.96831 -1.94823 -2.24609 0.17 0.25 -0.94
O 1.39518 -2.96395 -0.41209 1.62 -1.52 0.74
N 0.79650 -2.21291 -1.09860 -1.94 1.09 1.10
N 0.20511 2.73833 0.59830 1.01 1.26 0.43
C 0.54172 -0.09914 1.28246 -0.85 4.85 -1.64
C -0.44258 -1.56104 -0.30917 0.87 1.79 -3.54
C -0.68257 0.98297 -0.92640 -1.51 -0.50 0.83
C -0.86154 -0.37104 -1.17434 1.00 0.98 0.03
C -0.13073 -1.35954 1.09141 0.18 0.53 1.75
C -0.37946 1.47705 0.39077 1.61 -6.53 -0.80
H -1.05823 -0.60799 -2.21373 -0.33 -0.29 0.25
H -0.59784 3.26179 1.04844 1.67 0.33 -0.38
H -1.08291 -1.21986 1.63546 0.17 -0.87 0.16
H 0.60289 3.22689 -0.29688 -0.97 -0.82 1.80
H 0.57117 -2.11954 1.49974 -1.09 -0.03 -0.17
H -1.18272 -2.26635 -0.45595 -1.49 -1.80 -0.16
H 0.99766 2.48827 1.28601 -0.99 1.21 -0.64